Model P:
{"formula": "C4H9IO2", "method": "ωB97M-V/def2-TZVPD", "homo_energy_ev": -9.340, "charge": 0, "homo_lumo_gap_ha": 0.3247, "lumo_ev": -0.505, "smiles": "CC(C)(C)OOI", "multiplicity": 1, "species": ["C", "C", "C", "C", "O", "O", "I", "H", "H", "H", "H", "H", "H", "H", "H", "H"], "xyz": [[1.45, 0.28, 0.10], [-0.05, -1.61, -0.10], [-0.77, 0.58, -1.06], [-0.01, -0.11, 0.10], [-0.64, -0.02, 1.36], [-0.34, 1.33, 1.90], [-1.95, 2.37, 2.00], [1.66, 1.20, -0.24], [1.90, 0.14, 1.15], [2.04, -0.45, -0.66], [-1.17, -1.98, -0.01], [0.48, -2.18, 0.60], [0.33, -1.91, -0.96], [-0.95, -0.03, -1.94], [-1.73, 0.93, -0.88], [-0.24, 1.48, -1.36]]}

=====

Model Q:
{"formula": "C4H9IO2", "method": "ωB97M-V/def2-TZVPD", "homo_energy_ev": [-8.117, -8.120], "charge": 0, "homo_lumo_gap_ha": [0.2977, 0.2978], "lumo_ev": [-0.017, -0.016], "multiplicity": 1, "species": ["C", "C", "C", "C", "O", "O", "I", "H", "H", "H", "H", "H", "H", "H", "H", "H"], "xyz": [[-1.73, 1.64, -0.68], [1.16, -1.77, 0.89], [-1.06, 0.70, 0.25], [1.44, -0.70, -0.05], [0.83, -0.81, -1.19], [0.13, 0.85, 0.86], [3.18, 0.45, 0.08], [-2.77, 1.23, -0.66], [-1.51, 2.66, -0.30], [-1.35, 1.70, -1.67], [1.13, -2.79, 0.47], [0.27, -1.45, 1.36], [1.99, -1.78, 1.63], [-1.11, -0.32, -0.31], [-1.67, 0.50, 1.14], [1.06, -0.12, -1.82]]}

=====

Most stable of them? model Q.

=====

Model P:
{"formula": "C9H13NO2", "method": "ωB97M-V/def2-TZVPD", "homo_energy_ev": -8.261, "charge": 0, "homo_lumo_gap_ha": 0.3326, "lumo_ev": 0.789, "smiles": "C[C@@H](O)N(CO)c1ccccc1", "multiplicity": 1, "species": ["C", "C", "C", "C", "C", "C", "C", "C", "C", "N", "O", "O", "H", "H", "H", "H", "H", "H", "H", "H", "H", "H", "H", "H", "H"], "xyz": [[-1.21, 3.18, 0.83], [-0.28, 2.57, 1.64], [-1.87, 2.43, -0.15], [0.30, 1.41, 1.26], [-1.41, 1.17, -0.44], [-0.29, 0.67, 0.19], [1.12, -2.02, -1.83], [0.85, -1.41, 1.00], [-0.09, -1.37, -1.20], [0.27, -0.62, -0.09], [2.21, -1.02, 1.29], [-1.13, -2.33, -0.94], [-1.64, 4.12, 1.28], [0.06, 3.21, 2.41], [-2.58, 2.74, -0.88], [1.06, 0.93, 1.92], [-1.89, 0.72, -1.33], [1.33, -2.82, -1.12], [1.88, -1.37, -1.83], [0.92, -2.38, -2.86], [1.00, -2.39, 0.49], [0.26, -1.28, 1.95], [-0.58, -0.62, -1.91], [2.60, -0.72, 0.54], [-0.87, -2.79, -0.23]]}

=====

Model Q:
{"formula": "C9H13NO2", "method": "ωB97M-V/def2-TZVPD", "homo_energy_ev": -8.779, "charge": 0, "homo_lumo_gap_ha": 0.3481, "lumo_ev": 0.694, "smiles": "Cc1ccc(O)cc1.CC(N)=O", "multiplicity": 1, "species": ["C", "C", "C", "C", "C", "C", "C", "O", "H", "H", "H", "H", "H", "H", "H", "H", "C", "C", "O", "N", "H", "H", "H", "H", "H"], "xyz": [[0.12, 0.87, 2.41], [1.52, -1.82, -0.59], [0.82, -2.38, 0.46], [1.93, -0.51, -0.62], [0.39, -1.46, 1.42], [1.37, 0.41, 0.27], [0.57, -0.09, 1.31], [2.08, -2.59, -1.62], [1.42, -3.25, -1.90], [0.58, -3.43, 0.47], [2.56, -0.09, -1.39], [-0.22, -1.87, 2.23], [1.69, 1.44, 0.30], [-0.97, 0.86, 2.28], [0.42, 1.91, 2.37], [0.28, 0.39, 3.37], [-1.90, 0.31, -1.51], [-1.46, 1.73, -1.59], [-1.06, 2.36, -2.55], [-1.49, 2.44, -0.38], [-1.97, -0.02, -2.56], [-2.87, 0.07, -1.11], [-1.01, 3.32, -0.37], [-1.56, 1.84, 0.42], [-1.24, -0.46, -1.09]]}

=====

Model R:
{"formula": "C9H13NO2", "method": "ωB97M-V/def2-TZVPD", "homo_energy_ev": -8.309, "charge": 0, "homo_lumo_gap_ha": 0.2773, "lumo_ev": -0.763, "multiplicity": 1, "species": ["C", "C", "C", "C", "C", "C", "C", "C", "C", "H", "H", "H", "H", "H", "H", "H", "H", "H", "H", "H", "H", "H", "N", "O", "O"], "xyz": [[2.52, -2.10, 0.71], [1.00, -0.58, -0.25], [1.49, 0.81, -0.30], [0.75, 1.94, 0.08], [1.24, 3.26, -0.24], [-0.66, 1.52, 0.54], [-1.05, 0.27, 0.22], [-2.52, -0.01, 0.60], [-0.40, -0.81, -0.27], [3.87, -2.26, 0.37], [2.39, -1.14, 1.69], [1.80, -3.12, 0.60], [2.69, 0.90, -0.38], [2.11, 3.20, -1.26], [1.85, 3.29, 0.92], [0.69, 4.31, -0.22], [-1.49, 2.28, 0.92], [-2.90, 0.96, 0.78], [-2.93, -0.45, 1.61], [-3.46, 0.79, -0.70], [-2.56, -0.82, -1.27], [-1.23, -2.25, 1.09], [-3.30, -0.45, -0.55], [1.96, -1.52, -0.56], [-0.97, -2.03, -0.31]]}

=====

Most stable of them? model Q.

=====

Model P:
{"formula": "C9H13NO2", "method": "ωB97M-V/def2-TZVPD", "homo_energy_ev": -8.492, "charge": 0, "homo_lumo_gap_ha": 0.3334, "lumo_ev": 0.580, "smiles": "Cc1ccc(O)cc1.CC(N)=O", "multiplicity": 1, "species": ["C", "C", "C", "C", "C", "C", "C", "O", "H", "H", "H", "H", "H", "H", "H", "H", "C", "C", "O", "N", "H", "H", "H", "H", "H"], "xyz": [[-4.00, 1.27, -1.91], [-1.13, 0.60, 1.16], [-2.50, 0.77, 1.52], [-0.71, 0.58, -0.13], [-3.41, 0.89, 0.50], [-1.64, 0.79, -1.16], [-2.97, 1.03, -0.82], [-0.22, 0.40, 2.18], [-0.61, 0.08, 3.03], [-2.86, 0.87, 2.55], [0.27, 0.24, -0.45], [-4.42, 1.08, 0.84], [-1.26, 1.00, -2.17], [-5.01, 1.10, -1.54], [-3.65, 0.46, -2.61], [-3.80, 2.24, -2.37], [3.06, -0.38, -0.81], [3.96, -1.45, -0.30], [4.88, -1.85, -0.99], [3.62, -2.17, 0.82], [4.19, -2.99, 1.15], [2.71, -2.26, 1.24], [2.46, 0.01, 0.03], [2.40, -0.48, -1.63], [3.60, 0.55, -1.19]]}

=====

Model Q:
{"formula": "C9H13NO2", "method": "ωB97M-V/def2-TZVPD", "homo_energy_ev": -9.012, "charge": 0, "homo_lumo_gap_ha": 0.3521, "lumo_ev": 0.569, "smiles": "Cc1ccc(O)cc1.CC(N)=O", "multiplicity": 1, "species": ["C", "C", "C", "C", "C", "C", "C", "O", "H", "H", "H", "H", "H", "H", "H", "H", "C", "C", "O", "N", "H", "H", "H", "H", "H"], "xyz": [[-0.90, -4.03, 0.97], [-0.13, 0.21, 1.49], [0.75, -0.60, 0.76], [-1.33, -0.34, 1.89], [0.54, -1.96, 0.64], [-1.55, -1.70, 1.72], [-0.65, -2.54, 1.10], [0.19, 1.52, 1.70], [0.08, 2.13, 0.98], [1.73, -0.25, 0.48], [-2.12, 0.23, 2.36], [1.23, -2.59, 0.10], [-2.45, -2.11, 2.17], [0.02, -4.56, 0.79], [-1.50, -4.20, 0.08], [-1.30, -4.40, 1.92], [1.58, 3.20, -1.44], [0.42, 3.17, -2.40], [-0.14, 4.18, -2.78], [0.11, 1.95, -2.93], [-0.78, 1.89, -3.40], [0.42, 1.06, -2.57], [2.13, 4.11, -1.66], [2.28, 2.38, -1.57], [1.35, 3.25, -0.38]]}

=====

Most stable of them? model Q.

=====

Model P:
{"formula": "C9H10N4", "method": "ωB97M-V/def2-TZVPD", "homo_energy_ev": -8.311, "charge": 0, "homo_lumo_gap_ha": 0.3080, "lumo_ev": 0.070, "smiles": "CN(C)/N=N/c1ccccc1C#N", "multiplicity": 1, "species": ["C", "C", "C", "C", "C", "C", "C", "C", "C", "H", "H", "H", "H", "H", "H", "H", "H", "H", "H", "N", "N", "N", "N"], "xyz": [[0.22, -2.87, 1.70], [-1.72, -1.99, 2.98], [-0.03, 0.75, -0.23], [-0.65, 1.93, 0.06], [-0.75, 2.98, -0.88], [0.13, 2.94, -1.98], [0.83, 1.78, -2.31], [0.73, 0.68, -1.37], [1.49, -0.54, -1.78], [0.29, -3.01, 0.60], [1.25, -2.45, 2.01], [-0.12, -3.79, 2.20], [-2.28, -3.05, 3.01], [-2.49, -1.22, 2.89], [-1.26, -2.18, 4.03], [-1.38, 2.01, 0.96], [-1.43, 3.88, -0.65], [0.26, 3.82, -2.64], [1.53, 1.68, -3.10], [-0.74, -1.80, 1.97], [-0.77, -0.52, 1.52], [0.03, -0.40, 0.53], [2.07, -1.50, -2.10]]}

=====

Model Q:
{"formula": "C9H10N4", "method": "ωB97M-V/def2-TZVPD", "homo_energy_ev": -8.371, "charge": 0, "homo_lumo_gap_ha": 0.2733, "lumo_ev": -0.933, "multiplicity": 1, "species": ["C", "C", "C", "C", "C", "C", "C", "C", "C", "H", "H", "H", "H", "H", "H", "H", "H", "H", "H", "N", "N", "N", "N"], "xyz": [[2.99, -0.26, 1.09], [2.33, 2.21, 1.10], [-0.78, -0.58, -0.51], [-1.56, 0.64, -0.17], [-2.87, 0.80, -0.56], [-3.44, -0.32, -0.97], [-2.82, -1.55, -1.28], [-1.32, -1.72, -1.12], [-0.75, -2.97, -1.34], [2.19, -1.22, 1.21], [3.67, 0.05, 2.42], [4.12, -0.43, 0.14], [1.65, 2.80, 2.74], [4.02, 2.10, 1.21], [1.67, 3.06, 0.06], [-1.04, 1.45, 0.53], [-3.60, 1.64, -0.48], [-4.39, -0.27, -1.11], [-3.44, -2.47, -1.73], [2.01, 0.82, 0.64], [0.81, 0.69, 0.05], [0.71, -0.47, -0.62], [-0.15, -4.00, -1.33]]}

=====

Most stable of them? model P.